No. 1
Density functional theory data (the ωB97M-V functional and the def2-TZVPD basis) for an isolated ion of composition C3H6NO2S and charge -1 in a non-equilibrium geometry.

As for the SMILES: C=CC=[S@@](N)(=O)[O-]. The spin multiplicity is 1. The calculation puts the HOMO-LUMO gap at 6.74 eV. As for the energy above the lowest of the compared OMol25 structures with the same formula, charge and spin: 71.65 kcal/mol. The net charge is -1.

Geometry (Å):
C1 -1.628 -1.362 -0.877
C2 -1.161 -0.162 -0.433
C3 0.223 0.215 -0.910
S1 1.013 1.226 0.174
N1 1.304 0.224 1.704
O1 2.318 1.606 -0.362
O2 0.152 2.265 0.681
H1 -2.631 -1.657 -0.726
H2 -1.082 -1.977 -1.628
H3 -1.601 0.445 0.256
H4 0.770 -0.293 -1.713
H5 0.590 0.131 2.434
H6 1.735 -0.662 1.400

Computed Mulliken charges, given in elementary charges: number 1, C, carries -0.916; number 2, C, carries -0.106; number 3, C, carries -0.669; number 4, S, carries 0.853; number 5, N, carries -0.572; number 6, O, carries -0.677; number 7, O, carries -0.646; number 8, H, carries 0.278; number 9, H, carries 0.212; number 10, H, carries 0.455; number 11, H, carries 0.352; number 12, H, carries 0.214; number 13, H, carries 0.222

No. 2
Density functional theory data (the ωB97M-V functional and the def2-TZVPD basis) for C6H10N4O4 as an isolated structure in a non-equilibrium geometry.

The spin multiplicity is 1. The calculation puts the HOMO-LUMO gap at 10.67 eV. As for the energy above the lowest of the compared OMol25 structures with the same formula, charge and spin: 12.18 kcal/mol. The net charge is +2.

Geometry (Å):
C1 0.500 0.605 0.120
C2 0.274 1.599 1.846
C3 -2.068 0.323 1.555
C4 2.386 -0.418 -1.777
C5 -3.874 -0.799 0.762
C6 2.750 -1.935 -3.596
N1 -0.707 0.853 1.226
N2 1.216 1.476 0.923
N3 0.658 -0.173 -0.848
N4 0.181 2.274 2.929
O1 -2.627 0.736 2.519
O2 3.173 0.026 -1.073
O3 -2.476 -0.435 0.633
O4 1.966 -1.065 -2.693
H1 -3.963 -1.556 1.563
H2 -4.339 -1.236 -0.065
H3 -4.483 0.106 1.055
H4 2.074 -2.778 -3.778
H5 3.859 -2.234 -3.342
H6 2.938 -1.406 -4.560
H7 2.132 1.971 0.857
H8 -0.187 -0.774 -1.050
H9 -0.439 2.054 3.639
H10 1.057 2.788 3.154

Computed Mulliken charges, given in elementary charges: number 1, C, carries 0.342; number 2, C, carries 0.444; number 3, C, carries 0.712; number 4, C, carries 0.768; number 5, C, carries -0.649; number 6, C, carries -0.566; number 7, N, carries -0.095; number 8, N, carries -0.119; number 9, N, carries -0.387; number 10, N, carries -0.248; number 11, O, carries -0.471; number 12, O, carries -0.252; number 13, O, carries -0.297; number 14, O, carries -0.159; number 15, H, carries 0.321; number 16, H, carries 0.281; number 17, H, carries 0.305; number 18, H, carries 0.289; number 19, H, carries 0.344; number 20, H, carries 0.310; number 21, H, carries 0.252; number 22, H, carries 0.301; number 23, H, carries 0.281; number 24, H, carries 0.292

No. 3
Density functional theory data (the ωB97M-V functional and the def2-TZVPD basis) for C5H10CaN2OS3 as an isolated structure in a non-equilibrium geometry.

The spin multiplicity is 1. The calculation puts the HOMO-LUMO gap at 5.85 eV.

Geometry (Å):
Ca1 -1.171 0.888 -0.063
N1 1.363 0.780 0.329
C1 2.135 -0.006 -0.626
C2 1.990 -1.498 -0.336
C3 0.612 -2.080 -0.647
N2 -0.415 -1.585 0.271
H1 1.478 1.773 0.133
H2 1.742 0.632 1.264
H3 3.206 0.250 -0.596
H4 1.763 0.216 -1.631
H5 2.214 -1.667 0.722
H6 2.727 -2.041 -0.930
H7 0.693 -3.178 -0.603
H8 0.316 -1.800 -1.664
H9 -0.140 -1.797 1.228
H10 -1.282 -2.091 0.111
S1 -2.924 5.069 1.028
C4 -2.291 3.619 0.578
S2 -0.620 3.431 0.194
S3 -3.329 2.232 0.461
O1 -4.576 -0.544 0.230
C5 -3.491 -0.604 0.547

Computed Mulliken charges, given in elementary charges: number 1, Ca, carries 1.298; number 2, N, carries -0.501; number 3, C, carries -0.671; number 4, C, carries -0.459; number 5, C, carries -0.689; number 6, N, carries -0.457; number 7, H, carries 0.295; number 8, H, carries 0.148; number 9, H, carries 0.359; number 10, H, carries 0.342; number 11, H, carries 0.309; number 12, H, carries 0.325; number 13, H, carries 0.360; number 14, H, carries 0.342; number 15, H, carries 0.175; number 16, H, carries 0.288; number 17, S, carries -0.301; number 18, C, carries 0.157; number 19, S, carries -0.612; number 20, S, carries -0.577; number 21, O, carries -0.162; number 22, C, carries 0.031